The following is a DFT calculation (the ωB97M-V functional and the def2-TZVPD basis) of an isolated molecule of C2HBr2N3 in a non-equilibrium geometry.

```
8
Properties=species:S:1:pos:R:3
N -0.812 0.865 0.085
N 0.499 0.865 0.079
C -1.140 -0.403 0.072
H 1.995 -0.878 -0.183
Br 1.627 2.227 0.005
Br -2.968 -0.820 -0.005
N -0.143 -1.257 -0.010
C 0.942 -0.597 -0.044
```

Calculated values
Total energy: -146643.212 eV
HOMO level: -9.3 eV
Frontier orbital gap: 9.30 eV
Structure (SMILES): Brc1ncn(Br)n1
Net charge: 0
2S+1: 1

The following is a DFT calculation (the ωB97M-V functional and the def2-TZVPD basis) of a structure of composition C28H56Br30N2O4 in a non-equilibrium geometry.

```
120
Properties=species:S:1:pos:R:3
C 0.357 -0.743 0.616
Br -2.099 -1.717 -0.129
H -0.796 -2.673 7.158
Br -6.059 -2.547 -1.005
Br -3.446 -5.178 1.770
H -6.442 3.047 -0.388
H 4.328 -1.141 -1.292
C 2.606 5.829 -4.673
H -6.498 1.732 -1.662
C 6.294 -0.496 4.460
H 1.670 5.356 -4.521
C 2.399 1.735 4.042
H -3.206 2.244 5.972
Br -6.085 0.679 5.075
C 5.347 -1.616 4.073
Br 3.697 -5.593 -3.092
Br 2.110 -1.053 1.340
H 5.477 -2.444 4.721
H 0.408 -0.474 -0.404
H 0.077 -1.325 5.148
H -0.611 -2.427 1.766
H -1.267 -1.289 -5.114
H 1.851 0.958 3.550
H -2.103 2.446 -2.586
Br 3.077 2.647 -6.730
C -2.834 3.954 -4.999
H -3.093 0.245 5.585
O 2.366 6.167 -2.395
Br 2.191 -4.697 3.534
H -2.592 3.573 -7.074
H -3.033 2.408 -0.248
Br 5.752 -2.400 2.346
Br -3.456 4.697 -0.849
H 4.322 -1.401 4.082
C -4.310 -4.582 0.171
H 2.138 3.902 4.271
H 2.575 -6.737 2.386
C 1.609 2.989 4.001
H -0.960 1.829 -1.576
H -2.328 4.138 -4.069
C -1.532 2.791 -1.708
H 4.661 0.543 -3.723
H 2.767 1.506 5.049
C 1.720 -6.519 3.029
C -0.146 -2.319 5.075
H 0.047 -2.739 0.164
Br 0.643 -3.411 -4.563
C -1.987 3.809 -6.202
H -1.354 -0.996 -3.505
H -7.245 -0.061 -0.033
H 1.771 -7.179 3.866
H 0.024 -4.039 6.336
H 4.407 3.806 -0.755
C 2.112 1.507 -5.431
C -0.041 -3.018 6.418
C 3.919 -0.351 -1.873
Br -3.725 2.275 -4.834
C -3.228 1.316 5.258
Br 5.821 0.016 6.283
Br 6.318 1.253 -1.916
H 0.215 -5.731 1.710
H -1.253 -3.358 -2.760
C -6.952 2.054 -0.718
H -3.634 4.699 -5.204
H 2.443 6.753 -5.284
N 2.864 2.837 -1.494
Br -0.432 4.264 -2.103
Br 0.945 -6.006 -1.563
N 3.152 6.182 -3.305
H -1.865 -3.939 -4.240
Br 0.718 2.463 -4.563
H 2.772 1.256 -4.662
Br -1.884 -2.501 4.213
Br -3.629 -1.672 -4.312
H -7.246 1.166 1.261
Br 2.388 -0.963 -2.832
O 3.278 2.879 -2.614
C -1.190 -3.208 -3.844
Br -1.660 1.690 4.154
H 7.349 -0.743 4.438
H -1.242 3.040 -6.034
H -4.535 2.433 3.930
C -2.336 3.133 -0.496
H 6.109 0.329 3.728
C -4.442 1.391 4.310
O 4.335 6.401 -3.200
H -4.308 0.729 3.404
H 0.456 -2.755 4.331
H -4.872 -5.440 -0.249
H 2.177 -3.848 -2.214
H 3.611 0.539 -1.243
C -1.637 -1.752 -4.249
H -4.949 -2.583 1.212
H -3.565 -4.289 -0.536
Br 0.875 3.370 2.225
C -6.827 0.880 0.273
C 3.371 3.787 -0.522
H -1.796 3.228 0.379
O 2.098 1.989 -1.083
H 3.153 3.350 0.457
Br -4.882 0.405 0.352
Br -1.168 5.499 -6.601
Br 1.261 -0.026 -6.328
H 3.330 5.075 -5.055
H 0.362 -7.604 1.867
H -0.132 0.047 1.159
C 2.445 -4.878 -1.857
H 2.820 4.767 -0.610
Br 3.326 -4.390 -0.113
C 0.426 -6.593 2.311
Br 4.040 1.887 3.106
Br -8.793 2.335 -1.139
H 5.590 -0.845 -3.100
H 0.866 2.799 4.731
Br 1.803 -2.800 7.045
H -6.127 -3.923 1.055
C -5.320 -3.428 0.558
Br -0.900 -6.641 3.739
C -0.433 -2.005 0.779
C 5.049 0.031 -2.797
```

Calculated values
Total energy: -2142383.663 eV
HOMO level: -9.8 eV
Frontier orbital gap: 9.58 eV
Net charge: 0
2S+1: 1

The following is a DFT calculation (the ωB97M-V functional and the def2-TZVPD basis) of an isolated molecule of C16H25N3O2S.

```
47
Properties=species:S:1:pos:R:3
H -2.055 -1.479 0.917
O 4.126 -3.958 2.698
H -0.861 1.860 0.064
H -0.056 -2.869 0.736
O -0.569 3.041 -4.384
S 0.555 -0.030 3.753
C -1.553 3.016 -3.441
C 5.378 -3.805 3.316
H 5.324 -4.038 4.387
C 3.142 -3.106 3.231
H 3.435 -2.051 3.110
C -0.405 4.207 -5.153
C -0.865 0.847 0.470
N 0.753 -2.527 2.982
C -0.016 -1.863 0.321
H -3.119 -0.384 -1.656
C -2.419 4.068 -3.165
C 0.564 0.414 0.785
H -4.047 4.743 -1.966
N -1.422 -0.053 -0.524
C 0.641 -1.207 2.592
H -0.156 5.071 -4.528
H 1.997 -3.177 1.426
H 0.999 1.066 1.542
H -2.357 5.000 -3.705
H 0.669 -2.595 3.991
H -0.993 1.018 -2.938
H 3.011 -3.299 4.309
H -3.441 0.493 -0.143
H -1.868 -2.069 -0.757
H 1.163 0.455 -0.129
C -2.630 1.686 -1.734
H 5.758 -2.783 3.198
H -1.457 0.843 1.402
C -2.730 0.387 -0.981
C -1.671 1.828 -2.722
H 1.545 -4.414 2.615
H -1.301 4.431 -5.742
N 0.590 -0.950 1.268
H -4.238 2.647 -0.691
H 6.053 -4.504 2.826
H 0.581 -1.861 -0.596
C -3.379 3.921 -2.178
C 1.828 -3.366 2.485
C -3.488 2.745 -1.461
C -1.443 -1.403 -0.002
H 0.425 4.002 -5.827
```

Calculated values
Total energy: -36397.554 eV
HOMO level: -8.0 eV
Frontier orbital gap: 8.75 eV
Structure (SMILES): COCCNC(=S)N1CCN(Cc2cccc(OC)c2)CC1
Net charge: 0
2S+1: 1

The following is a DFT calculation (the ωB97M-V functional and the def2-TZVPD basis) of a cluster of 13 separate species, H26O13 in total.

```
39
Properties=species:S:1:pos:R:3
O 1.749 1.462 1.438
O -0.440 0.403 3.414
H -1.038 2.273 0.797
H -1.166 -1.574 -1.587
O -0.043 -0.386 -0.739
H -3.373 0.466 -2.240
H -1.369 -1.901 1.501
O 1.917 -2.907 -1.347
H 1.103 -2.133 2.996
H -0.785 0.233 -0.756
O 1.698 2.725 -1.479
H -3.274 1.878 -2.808
O -0.592 0.592 -3.596
H -1.150 -3.031 -2.059
H -0.249 -0.292 -3.429
O -0.437 -2.051 1.694
O -0.508 2.898 0.268
H -1.451 0.443 -4.007
H -0.285 -2.980 1.481
O -2.112 0.760 1.264
H 0.204 -0.459 0.192
H 0.107 1.050 3.869
O 2.814 -0.785 0.440
H 2.556 0.031 0.917
H 0.169 -0.044 2.810
O 2.045 -2.244 2.821
O -1.565 -2.181 -2.235
O -3.651 1.009 -2.984
H 2.255 2.169 1.852
H 2.148 -1.897 1.926
H 1.913 -2.142 -0.754
H -3.057 0.602 1.349
H 3.184 -0.493 -0.399
H -0.898 3.765 0.418
H 0.975 1.901 1.049
H 1.940 1.802 -1.359
H 1.401 -2.625 -2.108
H 1.034 2.894 -0.793
H -1.766 0.769 2.182
```

Calculated values
Total energy: -27040.676 eV
HOMO level: -10.9 eV
Frontier orbital gap: 10.42 eV
Net charge: 0
2S+1: 1

The following is a DFT calculation (the ωB97M-V functional and the def2-TZVPD basis) of a cluster of 2 separate species, CH3BrClN in total in a non-equilibrium geometry.

```
7
Properties=species:S:1:pos:R:3
Cl -1.832 -1.497 -0.303
H -2.987 -0.927 -0.507
H 0.604 0.837 1.710
N 0.272 1.078 0.767
H 0.528 0.625 -1.266
Br 2.534 -0.644 -0.251
C 0.880 0.529 -0.150
```

Calculated values
Total energy: -85139.925 eV
HOMO level: -10.5 eV
Frontier orbital gap: 11.24 eV
Structure (SMILES): [H]/N=C\Br.Cl
Net charge: 0
2S+1: 1

The following is a DFT calculation (the ωB97M-V functional and the def2-TZVPD basis) of a structure of composition C5H4S in a non-equilibrium geometry.

```
10
Properties=species:S:1:pos:R:3
H -0.995 -1.802 0.192
H 0.708 1.728 -0.093
C 0.908 0.735 -0.181
H -0.340 -0.126 -1.768
C 0.661 -0.062 0.955
C -0.653 -0.807 0.369
S -1.942 0.383 -0.063
C -0.347 0.142 -0.739
C 0.105 -0.758 1.885
H 1.894 0.567 -0.557
```

Calculated values
Total energy: -16078.834 eV
HOMO level: -9.4 eV
Frontier orbital gap: 10.15 eV
Net charge: 0
2S+1: 1

The following is a DFT calculation (the ωB97M-V functional and the def2-TZVPD basis) of a structure of composition C13H8Cl2NSTaTe in a non-equilibrium geometry.

```
27
Properties=species:S:1:pos:R:3
H -3.134 5.973 -1.049
H -2.361 5.870 1.290
H 1.903 -5.857 -1.966
H 3.658 -4.167 -2.405
Te 0.270 -0.495 4.416
Ta 0.184 -1.186 1.998
C -2.558 3.968 -1.530
C 2.243 -2.721 0.308
C -1.707 3.847 1.141
C 1.281 -3.720 0.508
C -2.690 5.060 -0.676
C -1.584 2.747 0.280
Cl 4.339 -1.781 -1.097
C 1.105 -4.835 -0.274
C -2.261 5.006 0.648
C 2.973 -4.039 -1.577
H -2.888 4.036 -2.557
Cl 0.204 -3.534 1.937
C 3.105 -2.922 -0.772
N -0.575 0.575 1.203
S 2.468 -1.335 1.390
C 1.984 -4.985 -1.332
H 0.339 -5.570 -0.062
H -1.366 3.784 2.167
C -1.044 1.546 0.778
H -1.884 1.938 -1.707
C -2.002 2.799 -1.061
```

Calculated values
Total energy: -59809.145 eV
HOMO level (alpha / beta): -15.4 / -15.4 eV
Frontier orbital gap (alpha / beta): 6.57 / 6.57 eV
Net charge: +2
2S+1: 1